{
  "formula": "C42H39BrCl2MoN4O6",
  "method": "wB97M-V/def2-TZVPD",
  "relative_energy_kj_mol": 66.2,
  "homo_ev": [-8.1220, -8.1255],
  "molar_mass_da": 942.55,
  "multiplicity": 3,
  "orbital_gap_ev": [6.7, 7.2],
  "symbols": ["Mo", "Br", "Cl", "Cl", "O", "O", "O", "O", "O", "O", "N", "N", "N", "N", "C", "C", "C", "C", "C", "C", "C", "C", "C", "C", "C", "C", "C", "C", "C", "C", "C", "C", "C", "C", "C", "C", "C", "C", "C", "C", "C", "C", "C", "C", "C", "C", "C", "C", "C", "C", "C", "C", "C", "C", "C", "C", "H", "H", "H", "H", "H", "H", "H", "H", "H", "H", "H", "H", "H", "H", "H", "H", "H", "H", "H", "H", "H", "H", "H", "H", "H", "H", "H", "H", "H", "H", "H", "H", "H", "H", "H", "H", "H", "H", "H"],
  "coordinates": [[0.26, -0.01, -0.11], [-3.92, -6.55, 0.58], [3.53, -0.01, -4.40], [2.86, 5.34, -3.91], [1.29, -1.40, 0.69], [3.47, 0.68, 0.76], [-0.51, -3.82, -0.11], [1.93, 0.96, -0.85], [-2.40, -3.93, 1.07], [0.37, 1.07, 1.56], [-0.76, 1.81, -0.89], [-1.43, -0.97, 0.69], [3.34, 2.57, -2.88], [-0.14, -0.95, -2.09], [-0.62, 1.76, 2.09], [2.87, 1.39, 0.00], [-2.66, 3.26, 3.32], [-1.74, -8.20, 1.21], [1.10, -1.94, 1.89], [6.64, 4.12, -0.80], [5.49, 3.74, -0.13], [-0.42, -8.55, 1.43], [2.85, 2.89, -7.05], [4.45, 3.12, -2.20], [5.60, 3.50, -2.88], [0.90, -2.02, -2.21], [3.10, 2.89, -0.09], [2.83, 4.02, -6.26], [-1.38, -4.42, 0.56], [-0.72, 1.82, 3.49], [0.22, -6.27, 1.04], [-1.73, 2.54, 4.08], [0.80, -3.18, 4.37], [-0.78, 1.22, -3.33], [3.03, 1.64, -6.46], [-2.07, -6.88, 0.92], [-0.30, -2.64, 3.74], [2.99, 3.91, -4.88], [0.57, -7.57, 1.35], [-1.42, 2.60, -0.12], [-0.17, -1.99, 2.50], [-1.37, -1.61, 1.82], [2.21, -2.53, 2.51], [-2.74, -0.99, 0.03], [-0.48, 2.25, -2.25], [6.68, 4.01, -2.18], [3.21, 2.68, -4.26], [4.38, 3.25, -0.81], [-1.11, -5.89, 0.83], [-1.55, 2.48, 1.31], [3.22, 1.55, -5.10], [-2.61, -0.80, -1.48], [-2.55, 3.24, 1.95], [-1.49, -1.62, -2.10], [0.05, -0.05, -3.26], [2.05, -3.12, 3.74], [-0.51, 1.69, -4.28], [2.71, 2.97, -8.12], [7.48, 4.50, -0.25], [-0.15, -0.66, -4.15], [1.88, -1.57, -2.10], [7.57, 4.31, -2.72], [1.11, 0.21, -3.27], [3.12, 3.27, 0.93], [5.43, 3.82, 0.95], [-3.56, -1.12, -1.93], [2.91, -3.56, 4.23], [-3.18, -1.96, 0.24], [5.65, 3.39, -3.96], [-3.44, 3.83, 3.80], [0.72, -2.77, -1.44], [2.67, 5.00, -6.68], [3.06, 0.74, -7.06], [-1.88, 3.48, -0.56], [0.59, 2.49, -2.28], [-1.28, -2.73, 4.18], [0.69, -3.68, 5.32], [-1.85, 1.01, -3.39], [-2.30, -1.95, 2.27], [0.82, -2.48, -3.21], [-2.52, -8.95, 1.25], [-1.71, -1.87, -3.14], [1.61, -7.83, 1.51], [-1.80, 2.56, 5.16], [-3.37, -0.20, 0.45], [-2.51, 0.26, -1.72], [-3.24, 3.81, 1.34], [3.16, -2.47, 2.01], [2.27, 3.36, -0.63], [0.97, -5.50, 0.94], [-1.03, 3.18, -2.45], [0.01, 1.28, 4.07], [-1.37, -2.55, -1.54], [2.97, 1.72, -2.48], [-0.16, -9.57, 1.66]],
  "lowdin_charge": [1.87, 0.76, 0.74, 0.73, -0.21, 0.10, -0.05, -0.26, -0.07, -0.20, -0.08, -0.09, 0.06, -0.30, -0.32, -0.59, -0.09, -0.15, -0.29, -0.09, -0.03, -0.10, -0.08, -0.22, -0.03, -0.06, -0.05, -0.11, -0.64, 0.00, -0.03, -0.06, -0.07, -0.15, -0.11, -0.60, -0.01, -0.59, -0.09, -0.06, -0.14, -0.07, 0.02, -0.18, -0.19, -0.08, -0.33, -0.16, -0.16, -0.15, -0.57, -0.16, -0.04, -0.15, -0.20, -0.06, 0.12, 0.11, 0.10, 0.13, 0.08, 0.10, 0.06, 0.13, 0.12, 0.13, 0.11, 0.11, 0.12, 0.10, 0.06, 0.10, 0.10, 0.14, 0.10, 0.12, 0.10, 0.11, 0.14, 0.11, 0.09, 0.13, 0.10, 0.11, 0.12, 0.07, 0.11, 0.13, 0.11, 0.11, 0.12, 0.12, 0.10, 0.08, 0.10]
}